1.
Entry from the Open Molecules 2025 dataset: one molecule with the formula C4H7NO (ωB97M-V/def2-TZVPD).

```
13
Properties=species:S:1:pos:R:3
C -1.498 1.833 0.154
C -1.053 0.732 -0.771
C -0.574 -0.407 -0.338
N -0.016 -1.422 0.070
C 1.452 -1.260 0.139
O 2.038 -2.065 1.108
H -2.558 2.068 0.014
H -1.346 1.543 1.197
H -0.924 2.748 -0.030
H -1.088 0.881 -1.847
H 1.837 -1.454 -0.871
H 1.689 -0.220 0.384
H 2.040 -2.978 0.794
```

## Properties
total energy	-286.5462	Ha
HOMO level	-8.84	eV
charge	0
relative energy (zero: lowest compared OMol25 entry of this formula, charge and spin)	224.25	kJ/mol
largest force on an atom	0.58	eV/Å
orbital gap	9.82	eV
SMILES	CC=C=NCO

---

2.
Entry from the Open Molecules 2025 dataset: a 2-piece molecular cluster, C6H15N2 overall at a distorted geometry (ωB97M-V/def2-TZVPD).

```
23
Properties=species:S:1:pos:R:3
C -1.513 -2.367 -0.683
C -1.907 -0.909 -0.416
C -0.815 -0.116 0.228
C -0.969 0.283 1.566
N -0.202 1.304 2.231
C 0.323 -0.023 -0.606
C 0.043 0.691 -1.961
N 4.056 0.975 -0.181
H -0.969 -2.788 0.126
H -2.519 -2.872 -0.924
H -2.834 -0.798 0.182
H -2.208 -0.340 -1.310
H -1.738 -0.080 2.167
H 0.594 0.927 2.757
H -0.723 1.821 2.940
H 1.313 -0.383 -0.555
H 4.491 1.871 -0.259
H 0.221 0.068 -2.927
H 0.570 1.683 -2.105
H -1.033 0.947 -2.024
H -0.879 -2.474 -1.603
H 3.155 0.959 0.298
H 4.611 0.158 0.118
```

## Properties
total energy	-346.7358	Ha
HOMO level	-12.69	eV
charge	+1
relative energy (zero: lowest compared OMol25 entry of this formula, charge and spin)	463.99	kJ/mol
largest force on an atom	4.78	eV/Å
orbital gap	6.06	eV

---

3.
Entry from the Open Molecules 2025 dataset: C12H24F12O12P2Pd as an isolated structure at a distorted geometry (ωB97M-V/def2-TZVPD).

```
63
Properties=species:S:1:pos:R:3
Pd 7.255 -10.166 -5.595
P 5.080 -10.948 -7.816
F 6.397 -10.589 -8.731
F 4.232 -9.983 -8.792
F 4.672 -12.269 -8.732
F 3.886 -11.193 -6.659
F 6.009 -11.840 -6.837
F 5.489 -9.654 -6.882
P 5.373 -9.077 -3.321
F 4.646 -10.057 -2.301
F 3.994 -8.407 -3.761
F 5.654 -8.010 -2.089
F 6.221 -8.200 -4.394
F 6.839 -9.722 -3.039
F 5.276 -10.289 -4.440
C 10.624 -12.830 -6.089
O 10.834 -11.656 -6.888
C 9.822 -10.948 -7.451
O 8.640 -11.036 -7.015
O 10.381 -10.111 -8.429
C 11.702 -10.357 -9.014
H 9.853 -13.431 -6.571
H 10.352 -12.553 -5.071
H 11.519 -13.433 -5.932
H 11.639 -9.990 -10.038
H 11.856 -11.435 -9.058
H 12.530 -9.863 -8.506
C 5.763 -6.881 -8.159
O 7.099 -6.413 -7.943
C 7.985 -7.129 -7.231
O 7.765 -8.211 -6.627
O 9.144 -6.556 -7.370
C 10.342 -7.242 -7.080
H 5.173 -7.027 -7.255
H 5.844 -7.788 -8.758
H 5.345 -6.128 -8.828
H 10.954 -6.672 -6.381
H 10.796 -7.546 -8.023
H 10.156 -8.128 -6.472
C 10.197 -7.119 -3.113
O 10.936 -8.333 -3.300
C 10.344 -9.400 -3.920
O 9.209 -9.458 -4.482
O 11.084 -10.523 -3.703
C 12.389 -10.521 -3.228
H 9.344 -7.441 -2.515
H 9.984 -6.725 -4.107
H 10.805 -6.331 -2.669
H 12.783 -9.592 -2.815
H 13.018 -10.836 -4.060
H 12.381 -11.276 -2.443
C 6.496 -14.436 -4.915
O 7.574 -14.265 -4.020
C 7.979 -13.024 -3.731
O 7.869 -12.035 -4.443
O 8.752 -12.945 -2.587
C 8.481 -13.861 -1.543
H 6.819 -14.388 -5.955
H 5.587 -13.834 -4.894
H 6.203 -15.480 -4.800
H 8.906 -14.857 -1.668
H 7.402 -13.994 -1.614
H 8.531 -13.392 -0.560
```

## Properties
total energy	-3383.7906	Ha
HOMO level (alpha / beta)	-11.33 / -11.19	eV
charge	0
relative energy (zero: lowest compared OMol25 entry of this formula, charge and spin)	0.00	kJ/mol
spin multiplicity	3
largest force on an atom	5.09	eV/Å
orbital gap (alpha / beta)	11.19 / 9.18	eV
expectation value of S²	2.0020

---

> The highest total energy belongs to which entry?

C4H7NO

---

> The highest relative energy (zero: lowest compared OMol25 entry of this formula, charge and spin) belongs to which entry?

C6H15N2